118
Properties=species:S:1:pos:R:3:forces:R:3:mulliken_charge:R:1 method="wB97M-V/def2-TZVPD" homo_ev=-9.4753 gap_ev=9.292 smiles="C[C@]1(COO)OS(=O)(=O)[C@@](CCCS)(CCSc2nnco2)[C@@H](P(=O)(O)O)[C@@]1(Cc1ccccc1)S(C)(=O)=O.COC(=O)OC.COC(=O)OC.COC(=O)OC.COC(=O)OC" molar_mass_g_mol=1007.036
C -6.037351 2.837954 0.760178 -0.201 -0.327 0.119 -2.30
C -4.714810 3.598027 0.524475 -1.051 1.259 0.284 2.71
C -5.128569 5.075675 0.817082 -0.849 -0.182 -0.717 -2.54
O -4.296293 6.009282 0.201740 0.590 0.275 0.485 0.02
O -5.143218 6.815667 -0.620322 -0.520 -0.091 -0.308 -0.53
O -4.521839 3.697644 -0.920960 0.743 -0.800 0.346 -0.39
S -4.199509 2.424765 -1.795898 0.248 -0.539 -1.855 1.37
O -5.364607 1.650886 -2.110698 -0.405 0.120 0.868 -0.76
O -3.482437 2.876205 -2.944144 0.354 0.478 0.393 -0.71
C -3.080284 1.413751 -0.740517 -1.009 -0.304 -0.253 1.23
C -3.990275 0.280738 -0.206881 0.036 -0.615 0.966 -2.42
C -3.291336 -0.719809 0.738407 -0.159 0.309 -0.126 -1.33
C -4.265055 -1.363941 1.701659 -0.277 -0.370 0.524 -0.58
S -3.298754 -2.437487 2.813074 0.341 -0.094 -0.044 -0.27
C -2.072514 0.669620 -1.656853 0.360 -0.139 -0.117 -2.58
C -0.744860 0.299314 -0.988885 0.230 -0.013 -0.245 0.04
S 0.435709 -0.152598 -2.306607 0.066 -0.311 -0.234 -0.24
C 1.831790 0.743845 -1.819050 -0.280 0.041 -0.265 0.66
N 2.745930 1.258934 -2.577762 -0.519 -0.204 0.021 -0.49
N 3.617606 1.883749 -1.721733 0.743 0.343 0.259 -0.24
C 3.195935 1.719960 -0.523045 -0.476 -0.353 -0.894 -0.09
O 2.042290 0.984443 -0.515030 0.303 0.219 0.839 -0.28
C -2.432099 2.417473 0.250094 0.763 0.166 0.263 -3.15
P -1.285497 3.621486 -0.621076 -0.343 1.338 -0.884 0.47
O -1.894952 4.863290 -1.058275 -0.152 0.113 0.083 -0.63
O -0.576973 2.918721 -1.892633 0.020 -0.458 0.650 -0.46
O -0.080940 3.749960 0.448406 -0.009 -0.760 -0.214 -0.48
C -3.439629 3.093352 1.292265 0.430 -1.036 -0.586 2.34
C -3.706771 1.966424 2.337447 -0.670 0.091 0.836 -1.02
C -4.287780 2.246809 3.718457 0.036 0.179 0.767 0.39
C -5.509207 2.865754 3.987005 -0.110 0.048 0.114 0.29
C -5.968520 3.054495 5.286429 0.348 -0.271 0.205 -1.22
C -5.232266 2.598873 6.379898 0.305 -0.125 -0.733 -0.49
C -4.022677 1.957403 6.131920 -0.330 0.125 -0.077 -0.97
C -3.564107 1.796163 4.827609 -0.178 -0.064 0.005 -0.48
S -2.594770 4.398831 2.321683 0.174 2.545 0.965 1.83
C -1.274727 3.566884 3.205599 0.308 -0.133 -0.337 -1.36
O -3.504897 4.923911 3.314158 -0.422 -1.138 0.021 -0.75
O -1.993535 5.468024 1.579244 0.334 -0.851 -0.666 -0.65
H -6.512852 2.652687 -0.195946 0.085 -0.051 -0.202 0.52
H -6.745925 3.451621 1.306104 0.057 0.165 0.184 0.74
H -5.989647 1.893886 1.288455 0.114 -0.027 0.020 0.38
H -6.091020 5.168193 0.319222 -0.126 -0.021 -0.048 0.78
H -5.320063 5.248454 1.875639 0.435 0.013 0.159 0.54
H -4.692388 7.667059 -0.607466 0.294 -0.002 0.174 0.31
H -4.909319 0.606924 0.265820 0.030 0.353 -0.050 0.72
H -4.341093 -0.300425 -1.050018 -0.038 0.212 -0.363 1.09
H -2.514022 -0.218741 1.310672 0.199 -0.112 0.072 0.30
H -2.831672 -1.521020 0.164911 0.247 0.001 -0.090 0.95
H -4.795478 -0.648636 2.325329 0.008 0.214 -0.053 0.22
H -5.017164 -1.950646 1.182321 -0.001 -0.092 -0.188 0.51
H -4.269578 -2.958630 3.572886 -0.178 0.131 -0.109 0.16
H -1.909452 1.207441 -2.581633 0.210 0.324 0.090 0.93
H -2.497283 -0.277862 -1.977156 -0.417 -0.023 0.046 0.79
H -0.285717 1.104766 -0.436390 0.002 0.050 0.087 -0.02
H -0.828854 -0.558220 -0.332552 -0.100 -0.088 0.100 0.77
H 3.617209 2.093089 0.388310 -0.035 -0.041 0.240 0.53
H -1.739856 1.853173 0.873936 0.061 -0.168 -0.039 2.13
H 0.318475 3.237250 -2.046711 0.043 0.055 -0.216 0.36
H 0.691360 4.108552 -0.002687 0.169 0.296 0.273 0.38
H -4.362085 1.212310 1.933148 0.093 0.108 -0.391 -1.39
H -2.782691 1.441826 2.546391 0.235 0.045 -0.137 0.81
H -6.127514 3.242131 3.190944 0.034 0.057 -0.081 0.45
H -6.906003 3.557450 5.464238 -0.138 0.065 -0.119 0.44
H -5.587335 2.726206 7.388719 -0.079 0.063 0.124 0.42
H -3.446018 1.572120 6.959547 0.130 -0.030 0.022 0.41
H -2.624345 1.279655 4.681533 0.100 -0.030 -0.078 0.52
H -0.408966 4.200885 3.057960 0.008 0.230 -0.120 0.51
H -1.509391 3.534401 4.260415 -0.328 -0.211 0.060 0.55
H -1.019057 2.599879 2.787988 -0.073 -0.178 0.116 0.24
C 3.251218 -2.901641 -1.254035 0.124 0.278 -0.079 -0.39
O 3.079074 -4.283496 -0.930777 0.047 -0.010 0.031 -0.35
C 1.911422 -4.791651 -1.318886 0.096 0.006 0.047 0.65
O 1.032170 -4.197349 -1.883018 -0.068 0.035 0.010 -0.57
O 1.884215 -6.077971 -0.965734 -0.091 -0.098 -0.034 -0.19
C 0.673198 -6.751671 -1.325418 -0.109 -0.130 -0.025 -0.64
H 4.229169 -2.610846 -0.880881 0.029 -0.166 0.056 0.31
H 3.220695 -2.749073 -2.332127 -0.110 -0.005 -0.006 0.25
H 2.486494 -2.298181 -0.765836 -0.078 -0.028 -0.079 0.16
H 0.535038 -6.740282 -2.404484 -0.041 0.098 0.002 0.29
H -0.181247 -6.293976 -0.830836 -0.004 0.074 -0.071 0.32
H 0.773366 -7.779080 -0.989598 0.109 0.014 0.033 0.20
C 4.923655 -3.657796 -7.229021 0.107 -0.161 -0.071 -0.62
O 4.347157 -2.380448 -7.503703 0.018 -0.017 -0.040 -0.36
C 3.723403 -1.826707 -6.464041 0.006 0.064 -0.060 0.78
O 3.621884 -2.311595 -5.366273 0.007 -0.040 0.066 -0.55
O 3.236383 -0.651387 -6.848290 -0.037 -0.017 -0.027 -0.34
C 2.536770 0.051702 -5.816143 -0.105 0.215 0.122 -0.53
H 5.393030 -3.988192 -8.150939 -0.038 0.108 -0.057 0.21
H 5.677613 -3.579542 -6.448057 -0.068 -0.006 0.072 0.29
H 4.155489 -4.372046 -6.938717 0.002 0.031 0.095 0.29
H 3.197630 0.269514 -4.981660 -0.029 -0.080 0.049 0.27
H 1.676649 -0.523629 -5.476468 0.061 -0.062 0.056 0.24
H 2.190748 0.986138 -6.247942 0.072 -0.044 -0.155 0.31
C 3.393089 -8.453147 0.577869 0.156 0.149 -0.126 -0.43
O 3.566446 -9.044947 1.869018 0.050 0.038 0.009 -0.33
C 3.026133 -10.254139 1.990720 0.033 0.051 0.043 0.79
O 2.429263 -10.851343 1.133450 -0.042 -0.036 -0.039 -0.54
O 3.257298 -10.691472 3.228293 0.017 -0.005 0.051 -0.32
C 2.726714 -11.989836 3.499466 -0.024 -0.154 0.137 -0.63
H 3.869196 -7.478686 0.607108 0.009 -0.007 0.162 0.20
H 3.870161 -9.061072 -0.188865 -0.097 -0.074 -0.004 0.32
H 2.339055 -8.325894 0.357462 -0.036 -0.094 -0.004 0.14
H 3.173471 -12.732827 2.841785 -0.066 0.021 -0.075 0.29
H 1.644107 -11.993649 3.388734 0.007 -0.014 -0.100 0.30
H 2.984532 -12.218551 4.529308 0.059 0.114 0.010 0.22
C 6.209291 3.377487 -1.325867 0.145 0.101 -0.002 -0.51
O 6.898470 4.264633 -0.431800 -0.052 -0.030 -0.007 -0.30
C 8.225331 4.190752 -0.496843 -0.033 0.046 0.036 0.76
O 8.858850 3.466025 -1.217250 0.037 -0.043 -0.035 -0.53
O 8.734308 5.059699 0.377816 -0.008 0.030 0.037 -0.32
C 10.162289 5.085614 0.412882 0.176 0.084 0.082 -0.63
H 5.155409 3.543554 -1.178576 -0.060 0.183 0.116 0.12
H 6.459873 3.606492 -2.359527 0.081 -0.086 -0.005 0.33
H 6.449669 2.340767 -1.100807 0.075 0.001 -0.054 0.30
H 10.565325 5.378260 -0.554605 -0.006 -0.095 -0.036 0.30
H 10.557523 4.114750 0.705346 -0.006 -0.035 -0.096 0.29
H 10.438515 5.826479 1.157379 -0.125 0.023 0.022 0.22

110
Properties=species:S:1:pos:R:3:forces:R:3:mulliken_charge:R:1 method="wB97M-V/def2-TZVPD" homo_ev=-4.6003 total_charge=-1 gap_ev=6.437 molar_mass_g_mol=778.656
C -3.016385 5.469849 2.331759 0.460 0.449 -0.619 -1.25
C -2.988013 4.396948 1.226928 -0.158 -0.606 0.645 -0.13
C -3.940681 3.193578 1.512059 0.009 1.399 -0.898 -0.75
O -3.387588 1.996766 0.971388 -0.566 -0.455 0.729 -0.38
C -2.685208 1.262890 1.891742 0.428 0.156 0.300 0.25
C -2.677559 -0.163590 1.732169 -0.599 -0.908 -1.299 -0.80
N -2.033667 -0.999457 2.508462 -0.093 1.886 0.081 -0.71
C -1.346660 -0.339699 3.502797 0.786 -1.058 0.801 0.42
C -0.563704 -1.109512 4.397442 -0.310 -0.374 -0.528 -0.19
C 0.173585 -0.545418 5.387997 0.064 -0.255 0.755 0.18
C 1.015294 -1.505022 6.238543 1.288 -0.615 1.107 -0.33
O 0.474213 -2.408030 6.911946 -0.851 0.497 -0.667 -0.77
O 2.259549 -1.300157 6.219613 -0.251 0.758 -0.733 -0.73
C 0.169189 0.873283 5.603853 -0.054 -0.062 -0.257 0.91
B 1.047180 1.500252 6.773678 0.053 -0.223 0.396 1.18
O 1.625464 2.780160 6.627612 0.027 -0.778 -0.236 -0.66
C 1.293267 0.776545 8.164518 -0.012 0.492 0.526 -0.28
C 1.019997 1.706149 9.386191 -0.044 -0.188 -0.115 -1.34
C -0.594838 1.638621 4.741520 -0.106 0.555 0.421 -0.40
C -0.628972 3.167741 4.849128 0.205 -0.458 -0.713 -1.46
C 0.347794 3.728084 3.794080 -0.627 -0.306 -0.432 -0.70
O 1.637510 3.107006 3.857455 0.257 0.557 0.112 -0.11
C 2.528089 3.654835 2.926441 -0.366 0.298 -0.183 -0.70
C 3.795843 4.213513 3.605147 -0.764 -1.099 0.314 0.90
F 3.653924 5.486766 4.006185 0.231 -0.060 -0.175 -0.28
F 4.859581 4.115899 2.782896 -0.120 0.437 0.075 -0.29
F 4.073463 3.474164 4.697329 0.264 0.291 -0.119 -0.23
C -1.355227 1.046827 3.687314 0.055 0.702 0.113 -0.23
N -2.060181 1.881746 2.849503 -0.238 -0.829 -0.299 -0.14
H -3.048558 5.056342 3.347209 -0.190 -0.039 -0.312 0.28
H -2.090471 6.067667 2.275039 -0.299 -0.141 0.033 0.29
H -3.834817 6.183685 2.157911 0.042 -0.297 0.350 0.38
H -1.978545 3.977440 1.130411 -0.228 0.139 0.079 0.15
H -3.267082 4.814416 0.249612 0.201 0.059 0.253 0.48
H -4.870684 3.410876 0.958206 0.190 -0.483 0.127 0.42
H -4.216825 3.119045 2.570788 0.423 -0.243 -0.154 0.38
H -3.240146 -0.584863 0.871474 0.664 0.499 1.200 1.16
H -0.549749 -2.193328 4.277196 -0.086 0.250 0.003 0.45
H 2.572793 2.628811 6.500641 -0.047 0.394 0.147 0.22
H 2.374552 0.546317 8.194560 -0.394 -0.295 -0.147 0.28
H 0.714116 -0.146510 8.290027 0.404 0.073 -0.126 0.34
H 1.337248 1.241771 10.334385 -0.039 0.029 -0.344 0.35
H -0.059846 1.894486 9.487939 0.282 0.196 -0.042 0.33
H 1.566288 2.656003 9.289287 -0.322 -0.177 0.011 0.25
H -1.624883 3.515315 4.535724 0.286 -0.021 0.160 0.11
H -0.433772 3.514185 5.865844 0.165 -0.034 -0.304 0.64
H 0.404299 4.830670 3.815731 0.248 -0.256 0.297 0.49
H -0.060261 3.451197 2.801140 -0.104 0.236 0.331 0.51
H 2.847776 2.900301 2.187306 -0.045 0.199 0.240 0.22
H 2.015846 4.486770 2.414580 0.539 -0.177 -0.193 0.38
C -5.305073 0.634295 -2.314474 0.039 0.031 -0.029 -1.45
C -5.223339 -0.294609 -1.130273 0.207 -0.070 0.157 0.83
O -4.162461 -0.548343 -0.581267 -0.558 -0.149 -1.034 -0.65
N -6.375788 -0.852021 -0.677985 0.039 0.172 -0.186 -0.15
C -7.721065 -0.675930 -1.189184 0.143 -0.296 0.418 -0.90
H -4.307122 0.993545 -2.548991 0.018 -0.064 0.112 0.25
H -5.698507 0.106825 -3.184792 -0.100 0.101 -0.005 0.45
H -5.936941 1.492503 -2.080832 -0.072 -0.033 -0.110 0.38
H -6.242224 -1.460237 0.115221 -0.019 0.003 -0.012 0.23
H -8.352291 -0.272302 -0.395268 -0.144 0.058 -0.148 0.29
H -8.116436 -1.647920 -1.489844 -0.150 0.101 -0.116 0.29
H -7.742055 -0.002739 -2.039770 0.070 -0.004 0.016 0.35
C 2.836414 -2.366978 0.028905 -0.031 -0.056 -0.081 -1.23
C 2.073608 -1.065386 0.021668 -0.257 0.276 -0.048 0.82
O 1.398948 -0.711151 -0.941329 0.098 -0.145 -0.163 -0.65
N 2.149162 -0.286175 1.120179 0.273 -0.240 -0.181 0.01
C 2.881227 -0.519463 2.357226 -0.466 0.473 0.058 -0.83
H 2.674815 -2.876085 -0.917888 -0.062 0.098 -0.012 0.21
H 3.904773 -2.180362 0.145441 -0.009 -0.085 0.138 0.38
H 2.480834 -3.009943 0.834742 0.143 0.017 0.062 0.36
H 1.611918 0.563635 1.041812 -0.079 -0.050 0.091 0.08
H 2.166894 -0.522626 3.182099 0.236 -0.124 0.195 0.27
H 3.584670 0.302255 2.505333 0.113 -0.129 0.150 0.18
H 3.423006 -1.458824 2.344006 -0.064 -0.011 -0.068 0.38
C -0.345444 -2.843959 -5.786146 0.051 -0.040 -0.041 -1.02
C -1.107136 -1.541480 -5.808083 -0.295 0.330 -0.177 0.39
O -1.767249 -1.192497 -6.779793 0.090 -0.124 -0.087 -0.72
N -1.041614 -0.750764 -4.711357 0.230 -0.397 -0.077 0.01
C -0.316662 -0.981958 -3.467063 -0.331 0.485 -0.114 -0.76
H -0.493320 -3.361555 -6.731334 -0.138 0.137 -0.026 0.41
H 0.722706 -2.651668 -5.659599 -0.005 -0.089 0.159 0.27
H -0.711672 -3.481682 -4.980475 0.175 -0.014 0.054 0.45
H -1.574087 0.099995 -4.801163 -0.008 -0.016 0.028 0.21
H -1.025755 -0.984798 -2.639402 0.183 -0.081 0.140 0.26
H 0.390714 -0.168082 -3.317035 0.113 -0.161 0.218 0.29
H 0.220236 -1.923742 -3.481473 -0.012 0.019 -0.045 0.20
C 2.252693 -0.532769 -7.783461 -0.015 -0.053 0.049 -1.31
C 3.488788 -0.842554 -6.976202 0.151 -0.247 0.025 0.82
O 3.963238 -1.968653 -6.923855 -0.089 -0.014 0.002 -0.66
N 4.072120 0.177342 -6.295025 -0.210 -0.029 -0.205 -0.16
C 3.661926 1.567408 -6.231100 0.402 -0.198 0.264 -0.83
H 1.903961 -1.441967 -8.265141 0.083 -0.034 0.067 0.25
H 1.462139 -0.162194 -7.128224 -0.045 0.127 -0.137 0.31
H 2.477022 0.202840 -8.557047 -0.122 0.098 0.074 0.46
H 4.890990 -0.102932 -5.778410 -0.024 0.020 0.024 0.23
H 4.475282 2.194820 -6.600816 -0.138 0.155 -0.026 0.29
H 3.462402 1.830742 -5.190951 -0.112 0.163 -0.069 0.27
H 2.771504 1.750384 -6.823312 0.010 -0.074 -0.003 0.32
C 2.046731 -8.093053 -5.588718 -0.017 -0.062 -0.007 -1.26
C 1.261097 -7.002441 -6.276387 -0.226 0.107 -0.169 0.85
O 0.302373 -7.249644 -6.992432 0.039 -0.094 0.028 -0.66
N 1.654634 -5.719307 -6.074485 0.118 -0.321 0.134 -0.05
C 2.757675 -5.228125 -5.266825 -0.266 0.327 -0.331 -0.74
H 1.613031 -9.055253 -5.846335 -0.072 0.080 -0.059 0.29
H 3.085780 -8.079992 -5.920811 0.037 0.021 0.149 0.35
H 2.000443 -7.969852 -4.505836 0.153 0.006 -0.004 0.34
H 1.086819 -5.045203 -6.562874 0.047 0.023 0.002 0.10
H 2.364407 -4.556504 -4.501001 0.179 -0.025 0.108 0.16
H 3.441306 -4.664983 -5.904437 0.113 0.029 0.160 0.28
H 3.297416 -6.039221 -4.788833 -0.075 -0.040 -0.024 0.37